The following is a DFT calculation (ωB97M-V/def2-TZVPD) of a structure of composition C27H44Br3CsLiN6O21P3S at a distorted geometry.

XYZ file:
```
107
Properties=species:S:1:pos:R:3:forces:R:3
N 6.7427 -2.4296 -3.9804 0.19 4.49 2.80
C 5.9103 -1.2888 -3.3688 2.81 3.49 1.80
O 6.5482 -0.2232 -2.8778 -4.12 -5.76 -3.09
C 4.2744 -1.5036 -3.4126 -0.35 -0.77 0.91
C 3.4975 -0.8021 -2.1082 0.29 0.92 -0.27
C 1.9544 -0.3234 -2.4951 -2.40 1.27 -0.57
C 0.9141 -1.5750 -2.8795 -0.30 1.49 -0.58
C 1.3704 -3.1763 -2.8290 2.11 1.34 5.62
O 1.9276 -3.5829 -1.6619 -2.76 1.55 -6.96
O 1.2365 -4.1237 -3.9462 -0.40 0.12 3.09
C 1.3262 -5.5254 -3.5095 1.51 0.07 -2.05
S -0.1614 -6.1315 -2.5192 1.54 -5.72 5.30
O -0.0534 -7.7051 -2.5244 -0.46 5.28 -1.14
O -0.1553 -5.7054 -1.0315 -0.75 0.17 -4.87
C -0.6185 -1.0788 -3.3166 2.32 2.70 0.40
P -1.9533 -2.3993 -3.8370 -0.81 3.71 -1.38
N -1.4104 -3.3172 -5.2765 -0.04 -0.76 1.78
O -2.1437 -3.4706 -2.4344 0.39 0.71 1.30
C -0.9934 0.5513 -3.3257 0.96 -4.84 -0.38
N -2.3621 1.0381 -3.7472 2.18 -0.25 0.01
N 0.0245 1.6341 -2.9093 -3.09 0.00 -0.55
P -0.4298 3.3581 -2.8970 4.12 -4.78 3.59
O -0.2459 4.1220 -4.4509 -1.09 -5.66 -3.63
O -1.9875 3.6475 -2.1753 0.23 -2.62 -0.68
C 1.4690 1.2773 -2.5018 2.69 -5.39 -0.19
C 2.6118 2.3675 -2.0636 -1.15 -1.07 -1.34
P 2.9683 2.1804 -0.1809 6.07 -1.10 3.10
O 4.5594 2.0107 0.0194 -5.74 0.64 -0.90
O 2.4644 3.5830 0.7271 0.39 -3.04 -0.52
O 2.2620 0.7362 0.5295 1.26 2.08 -1.06
H 6.9781 -3.1388 -3.2512 -0.18 1.18 -0.95
H 7.5885 -2.0345 -4.4465 -0.62 -0.26 0.93
H 3.7818 -1.1638 -4.4387 1.40 -0.64 2.13
H 4.0895 -2.6589 -3.2909 0.55 2.23 -0.65
H 4.1955 0.0894 -1.7845 -1.61 -1.49 -0.59
H 3.4675 -1.5352 -1.1666 -0.14 1.82 -3.04
H 2.3572 -5.7973 -2.9747 -2.67 0.73 -0.51
H 1.3293 -6.1810 -4.5072 -0.37 1.53 2.18
H -1.3753 -5.8469 -3.2002 1.30 0.31 0.47
H -1.7555 -2.9017 -6.1719 0.04 -0.48 1.47
H -1.6570 -4.3265 -5.1777 0.34 1.18 -0.54
H -2.0492 -2.8463 -1.6500 1.86 -0.12 -2.51
H -2.9498 0.2911 -4.1773 1.03 0.47 0.73
H -2.3058 1.7967 -4.4668 0.23 -0.87 0.78
H -1.0589 4.0265 -5.0289 1.42 -0.39 -0.19
H -2.2359 2.9404 -1.5002 0.53 0.90 -1.36
H 3.6182 2.0290 -2.6095 -2.12 0.68 1.68
H 2.4159 3.4669 -2.4122 0.17 -2.09 0.99
H 2.7489 3.4520 1.6896 -0.42 0.03 -1.85
H 2.9747 0.0394 0.7177 -0.97 1.76 -0.70
Br 5.8502 -4.3070 -4.8805 -1.68 -3.46 -1.62
N -4.6582 5.6874 0.4482 0.09 0.12 -0.02
C -4.5459 6.5199 1.5312 0.02 -0.07 -0.02
C -3.3111 7.1267 1.4753 -0.33 0.11 0.16
C -2.6580 6.6479 0.3145 -0.05 -0.18 -0.41
C -3.5138 5.7629 -0.3023 -0.07 0.05 -0.02
H -5.4604 5.1087 0.2355 0.25 0.17 0.11
H -5.3515 6.6077 2.2479 0.17 -0.01 -0.09
H -2.9231 7.8384 2.1924 -0.10 -0.08 -0.13
H -1.6702 6.9199 -0.0343 -0.09 -0.05 0.12
H -3.4060 5.1810 -1.2079 -0.07 0.08 0.26
C -8.0611 4.4866 1.1911 -0.09 0.14 0.04
O -7.9919 3.0893 0.9137 0.08 -0.02 0.20
C -8.0612 2.2977 2.0136 -0.13 -1.25 0.94
O -8.1731 2.6814 3.1674 0.24 -0.16 -1.83
O -7.9844 1.0053 1.6073 0.21 2.31 -0.33
C -8.0449 0.0525 2.6670 -0.22 -0.83 0.86
H -7.9965 5.0235 0.2406 -0.06 -0.32 -0.03
H -9.0149 4.7394 1.6651 0.29 -0.01 0.08
H -7.2204 4.7974 1.8198 -0.24 -0.07 0.16
H -8.9982 0.1279 3.2001 0.37 -0.27 -0.06
H -7.2036 0.1860 3.3548 -0.20 0.14 -0.04
H -7.9747 -0.9464 2.2277 -0.24 0.35 0.01
C 3.6097 -5.5400 4.0571 -0.17 -0.06 -0.09
C 4.9328 -5.2758 3.6996 -0.23 -0.05 -0.35
C 5.2137 -4.3616 2.6824 -0.02 0.10 -0.20
C 4.1572 -3.7112 2.0300 -0.24 -0.73 0.75
C 2.8278 -3.9802 2.3816 0.10 0.04 -0.02
C 2.5592 -4.8986 3.3985 0.37 0.03 -0.07
N 4.4469 -2.7302 0.9773 0.86 1.01 -1.10
O 5.6351 -2.5338 0.6820 -2.05 -0.43 0.50
O 3.4875 -2.1516 0.4474 1.22 -1.07 1.86
H 3.3959 -6.2494 4.8547 0.02 0.17 -0.11
H 5.7461 -5.7808 4.2164 -0.04 0.22 0.02
H 6.2501 -4.1667 2.4156 -0.31 0.16 -0.08
H 1.9981 -3.4863 1.8803 0.37 -0.01 -0.06
H 1.5306 -5.1120 3.6809 0.22 0.09 -0.09
Li -3.2149 -3.4290 -0.7249 -0.77 -0.83 0.13
Br -0.8529 3.7706 1.9229 -0.01 -0.07 0.04
C -1.4650 4.8784 3.4067 -0.14 0.24 -0.12
C -0.3053 5.3462 4.2546 0.05 -0.12 0.30
Br 0.3424 3.9181 5.4145 -0.01 0.05 -0.21
H -2.1999 4.2895 3.9630 0.28 0.13 -0.07
H -1.9676 5.7291 2.9377 0.13 -0.22 0.10
H -0.6208 6.1429 4.9342 -0.02 -0.14 -0.16
H 0.5496 5.6932 3.6676 -0.27 -0.11 0.06
C 3.0521 4.3098 7.8625 -0.47 0.60 0.01
O 2.2617 5.2410 7.8604 -0.57 0.79 0.06
O 4.1725 4.3250 7.3400 1.67 0.30 -0.92
O 2.8539 3.2082 8.3877 -0.60 -1.64 0.87
Cs -1.1149 5.8070 -3.3334 -2.93 9.84 2.77
O -9.4841 -2.0470 3.8653 0.98 0.53 -0.87
H -10.1458 -2.4083 4.4264 -0.85 -0.53 0.77
O 5.3830 -8.4787 1.8747 -0.03 -0.15 0.00
H 5.8033 -8.1821 1.0277 -0.06 0.06 -0.03
H 4.4870 -8.8716 1.7161 0.09 0.13 -0.03
H 5.3435 -7.7424 2.5366 -0.12 0.24 -0.03
```
Positions in Å, forces in eV/Å.

Calculated values
lowest unoccupied orbital energy = -3.748 eV
Kohn-Sham gap = 0.9 eV
strongest force on any atom = 10.63 eV Å⁻¹
HOMO = -4.696 eV
E_tot = -12134.504502 hartree

***

The following is a DFT calculation (ωB97M-V/def2-TZVPD) of a structure of composition C27H44Cl14N2O5S2 at a distorted geometry.

XYZ file:
```
94
Properties=species:S:1:pos:R:3:forces:R:3
C -2.5155 0.7168 -4.0983 0.65 -1.21 -0.42
C -1.4425 0.5425 -3.0202 -0.45 1.09 -0.99
O -0.7701 1.4899 -2.6703 -0.11 -0.77 0.49
O -1.3026 -0.7246 -2.5632 -0.97 1.15 0.32
C -1.0916 -0.8053 -1.1425 1.16 -1.58 0.99
C 0.2000 -1.6044 -0.9273 0.28 0.91 -0.32
C 1.3905 -1.0870 -1.5835 -0.54 0.29 0.10
C 2.6056 -1.6786 -1.5228 -0.06 -0.36 0.13
C 2.6880 -2.9025 -0.7745 -0.26 0.04 0.13
N 3.7683 -3.6827 -0.6022 -1.24 -0.19 0.31
S 3.2507 -4.9157 0.3139 -0.20 0.42 -0.63
N 1.6783 -4.5634 0.5777 1.57 0.71 -1.10
C 1.5090 -3.4148 -0.1055 -0.76 0.21 0.13
C 0.2296 -2.7452 -0.1830 -0.18 0.04 -0.27
C -0.9989 -3.3095 0.5270 0.80 -0.05 1.00
C -1.5840 -2.3107 1.6000 -0.35 -0.88 -0.76
C -2.0107 -3.0212 2.9183 -0.23 1.09 -0.15
C -1.7774 -2.0520 4.1162 -0.04 -0.01 0.51
S -1.5518 -3.0931 5.5816 -0.10 -2.65 -0.23
O -2.6680 -3.9853 5.6899 -0.87 1.10 0.22
O -0.3359 -3.8414 5.4558 0.85 1.33 0.05
O -1.5338 -2.1902 6.9244 -0.06 0.34 -1.10
H -2.2934 -0.0461 -4.8703 -0.23 0.26 0.28
H -3.5231 0.4833 -3.7279 0.35 0.21 0.08
H -2.4513 1.6901 -4.5931 -0.04 -0.14 0.45
H -1.8781 -1.4005 -0.6587 -0.17 0.45 -0.78
H -1.0741 0.1673 -0.6332 0.14 -0.09 -0.52
H 1.2785 -0.1583 -2.1499 -0.01 -0.28 0.15
H 3.4577 -1.2502 -2.0493 -0.10 -0.28 0.25
H -1.7675 -3.6504 -0.1821 0.24 0.19 0.15
H -0.6420 -4.1931 1.0835 -0.24 0.19 -0.41
H -0.8510 -1.5033 1.7554 -0.35 -0.26 0.09
H -2.5040 -1.8985 1.1515 0.48 0.36 0.39
H -1.5012 -3.9839 3.0582 -0.12 0.37 0.04
H -3.1012 -3.1578 2.8635 0.47 -0.49 0.13
H -0.8876 -1.4201 3.9641 -0.23 -0.31 0.22
H -2.6615 -1.4186 4.2952 0.35 -0.16 -0.09
H -1.2846 -1.2782 6.7013 0.11 -0.14 0.18
Cl -4.4938 0.1299 -0.2059 -0.01 -0.08 -0.08
C -4.4747 1.7827 0.4701 0.02 0.11 -0.03
C -3.0692 2.2362 0.7795 -0.05 0.01 -0.04
Cl -2.3377 1.3266 2.1397 0.02 -0.08 -0.07
H -5.1107 1.7926 1.3474 0.04 -0.17 0.01
H -4.9144 2.4429 -0.2765 0.12 -0.02 -0.05
H -3.0645 3.2860 1.0642 -0.05 -0.05 0.05
H -2.4229 2.1169 -0.0872 0.03 -0.02 0.07
Cl -7.5248 0.9773 3.8605 0.05 -0.01 -0.03
C -6.8125 2.0479 5.0937 -0.02 0.00 0.12
C -6.4202 3.3871 4.5222 -0.11 0.14 0.12
Cl -5.0446 3.2523 3.3963 -0.01 0.14 0.19
H -5.9589 1.5358 5.5327 0.01 0.00 -0.09
H -7.5652 2.1854 5.8691 -0.01 0.05 -0.05
H -6.1108 4.0563 5.3242 0.05 -0.07 0.01
H -7.2471 3.8528 3.9904 0.03 -0.08 -0.06
Cl -2.6905 6.9518 -3.8990 -0.08 0.04 0.11
C -1.6509 5.5292 -3.5882 0.16 0.14 -0.06
C -2.4240 4.3632 -3.0374 0.06 -0.16 -0.26
Cl -3.0158 4.6640 -1.3786 -0.11 0.13 -0.06
H -0.8508 5.8269 -2.9047 -0.77 0.01 -0.63
H -1.2005 5.2538 -4.5428 -0.08 -0.06 0.00
H -1.7775 3.4881 -2.9894 0.07 0.06 0.08
H -3.2844 4.1193 -3.6586 -0.04 0.11 0.07
Cl 7.2935 -7.1401 0.8408 -0.01 0.05 -0.07
C 6.5034 -8.1160 2.1033 0.06 -0.12 0.14
C 5.0013 -8.0966 1.9741 -0.06 -0.18 0.09
Cl 4.3203 -6.4923 2.3506 0.49 -0.80 0.98
H 6.8272 -7.7398 3.0720 -0.02 0.11 -0.07
H 6.8707 -9.1357 1.9928 -0.06 0.01 -0.06
H 4.5598 -8.8029 2.6763 0.06 0.03 0.03
H 4.6828 -8.3706 0.9696 0.04 0.11 -0.01
Cl 9.1326 -2.1185 4.0908 0.01 -0.01 0.03
C 9.8596 -3.0331 2.7450 0.08 0.01 -0.10
C 9.0325 -4.2339 2.3580 -0.05 0.02 -0.18
Cl 9.0446 -5.4936 3.6175 0.00 0.00 0.09
H 10.8670 -3.3205 3.0387 -0.06 -0.03 0.07
H 9.9311 -2.3494 1.8998 -0.07 -0.03 0.00
H 9.4390 -4.6868 1.4544 0.04 0.01 0.04
H 7.9968 -3.9614 2.1655 0.01 -0.01 0.09
Cl -2.0679 4.7832 -7.5626 0.03 -0.04 0.05
C -2.4787 6.5167 -7.4472 -0.08 0.17 0.03
C -1.8858 7.3205 -8.5773 -0.10 0.02 -0.08
Cl -0.1101 7.4244 -8.4686 0.01 -0.03 -0.01
H -2.1410 6.8773 -6.4786 0.04 -0.05 -0.09
H -3.5656 6.5859 -7.4760 0.02 -0.01 -0.05
H -2.2664 8.3405 -8.5409 0.00 -0.02 0.08
H -2.1396 6.8955 -9.5464 0.07 -0.05 0.04
Cl 3.7669 4.8824 -2.7315 -0.01 0.03 0.00
C 3.0912 4.2897 -1.1933 0.04 -0.04 0.11
C 1.6139 4.0031 -1.2944 0.04 -0.23 0.04
Cl 0.6495 5.4932 -1.4940 0.74 -0.12 0.67
H 3.3027 5.0299 -0.4245 -0.04 0.04 -0.08
H 3.6257 3.3738 -0.9435 -0.07 -0.02 -0.04
H 1.2667 3.5226 -0.3804 0.02 0.06 0.01
H 1.3900 3.3439 -2.1311 -0.02 0.08 -0.02
```
Positions in Å, forces in eV/Å.

Calculated values
lowest unoccupied orbital energy = -0.339 eV
Kohn-Sham gap = 8.6 eV
strongest force on any atom = 2.66 eV Å⁻¹
HOMO = -8.922 eV
E_tot = -8779.981937 hartree

***

The following is a DFT calculation (ωB97M-V/def2-TZVPD) of a cluster of 4 separate species, C27H44Cl2F10INO11PS in total at a distorted geometry.

XYZ file:
```
98
Properties=species:S:1:pos:R:3:forces:R:3
C 0.8253 4.3689 1.0539 -0.05 0.03 0.29
C 0.3061 4.8628 -0.2668 0.11 0.04 0.00
O 0.1962 6.0279 -0.5199 -0.19 0.35 -0.05
O -0.0557 3.9167 -1.1707 0.11 -0.37 -0.10
C 1.0699 3.3272 -1.8574 -0.07 0.10 -0.14
C 0.7853 1.9289 -2.4192 0.08 0.08 -0.36
C 1.6741 0.7891 -1.8834 0.12 0.27 -0.03
P 0.9880 -0.4381 -0.5999 -0.11 1.23 -0.38
Cl 0.1378 -2.0133 0.8321 -0.13 -0.40 0.26
Cl -0.3392 1.0554 0.3744 0.10 -0.04 -0.01
C -0.3237 -1.0971 -1.8132 0.06 -0.38 0.22
C -1.7759 -0.7780 -1.5221 -0.49 -0.21 -0.32
C -2.7151 -1.6169 -2.4119 0.25 0.31 0.09
C -4.1702 -1.5729 -1.9290 0.55 -0.17 0.10
N -4.5653 -0.2761 -1.3438 -1.05 -0.70 0.11
C -4.7105 -0.2802 0.1131 0.35 0.24 0.04
C -5.4840 0.4277 -2.0755 0.51 0.17 -0.10
C -6.3024 1.4704 -1.3611 -0.06 0.26 -0.02
O -5.6018 0.2646 -3.2801 -0.04 -0.13 0.02
C 2.4002 -0.0266 0.6058 0.05 -0.05 0.50
C 2.6917 -0.8893 1.8244 0.37 0.17 0.33
C 1.9456 -0.4958 3.0952 -0.15 0.13 -0.17
I 4.8413 -0.5951 2.2889 -0.24 -0.07 -0.09
S 2.3833 -2.1157 -1.5742 -0.48 -0.78 -0.16
O 2.2734 -2.0822 -3.0141 0.18 0.00 -0.01
O 2.3069 -3.4093 -0.9446 0.25 0.21 -0.07
F 3.9032 -1.6337 -1.2925 0.25 0.08 -0.02
H 0.4161 3.3982 1.3229 0.05 -0.03 -0.12
H 1.9150 4.2961 1.0109 -0.05 -0.04 0.01
H 0.5663 5.1114 1.8099 0.12 -0.05 -0.06
H 1.9499 3.3250 -1.2051 -0.11 -0.13 0.08
H 1.2872 4.0063 -2.6893 0.09 -0.02 0.10
H 1.0207 2.0108 -3.4872 -0.15 -0.08 0.04
H -0.2851 1.7188 -2.3703 0.07 0.00 0.18
H 2.6115 1.2460 -1.5493 -0.08 -0.14 0.13
H 1.9528 0.1717 -2.7397 -0.03 -0.02 0.11
H -0.0327 -0.7880 -2.8198 0.00 0.09 0.09
H -0.2136 -2.1848 -1.7629 0.06 0.12 -0.07
H -2.0086 0.2717 -1.7048 0.10 0.01 0.21
H -2.0038 -1.0090 -0.4805 0.17 0.15 0.00
H -2.6514 -1.2537 -3.4425 0.00 -0.09 0.02
H -2.3653 -2.6538 -2.3913 -0.15 0.00 -0.15
H -4.8467 -1.8155 -2.7476 0.00 0.08 0.05
H -4.2930 -2.3370 -1.1539 -0.06 0.15 0.02
H -4.5247 0.7165 0.5177 -0.06 -0.08 -0.01
H -5.6997 -0.6235 0.4361 0.05 -0.03 -0.02
H -3.9583 -0.9410 0.5378 -0.02 0.06 -0.02
H -5.6452 2.2470 -0.9598 -0.10 -0.06 0.05
H -6.9764 1.9167 -2.0910 0.07 -0.02 0.08
H -6.8847 1.0510 -0.5390 0.07 0.03 -0.01
H 2.1760 0.9820 0.9660 -0.08 -0.07 -0.17
H 3.3006 0.0625 0.0039 -0.22 -0.21 -0.17
H 2.6625 -1.9566 1.6266 -0.06 0.07 -0.08
H 2.4482 -0.8516 3.9936 -0.08 -0.08 -0.05
H 1.8707 0.5951 3.1480 0.11 -0.09 0.07
H 0.9291 -0.8884 3.0644 0.05 -0.03 -0.03
C 10.0707 3.9341 4.8785 -0.01 -0.16 0.07
C 9.6740 3.5770 3.4634 0.05 0.28 -0.03
O 9.5906 2.1485 3.2823 -0.02 -0.04 0.00
C 8.4761 1.5772 3.7209 0.03 -0.01 -0.08
O 7.5476 2.1123 4.2455 0.00 0.00 0.05
C 8.5182 0.0628 3.4149 0.03 0.07 0.09
F 9.6968 -0.4676 3.7757 -0.05 -0.01 0.00
F 8.3560 -0.1384 2.1042 0.01 -0.04 0.01
F 7.5539 -0.5647 4.0737 0.12 -0.04 0.00
H 11.0083 3.4456 5.1453 0.03 0.05 -0.02
H 10.2009 5.0126 4.9643 0.01 0.01 -0.01
H 9.3072 3.6213 5.5891 -0.03 0.04 -0.02
H 10.4294 3.9000 2.7506 0.02 -0.08 -0.02
H 8.7227 4.0289 3.1851 -0.05 -0.07 0.04
C 4.1706 -4.0540 4.9128 -0.08 0.02 0.22
C 3.3779 -5.1089 4.1782 0.19 0.16 -0.26
O 2.5764 -5.9011 5.0906 -0.05 -0.05 0.01
C 1.4501 -5.3538 5.5098 0.04 -0.05 -0.01
O 1.0036 -4.2813 5.2364 -0.01 0.03 0.02
C 0.7134 -6.3501 6.4352 0.02 0.08 -0.03
F 1.5459 -6.8925 7.3338 -0.04 -0.01 0.01
F 0.1835 -7.3446 5.7081 0.00 -0.01 0.04
F -0.2693 -5.7401 7.0910 0.01 -0.05 0.00
H 4.7806 -4.5021 5.6988 0.04 -0.05 -0.06
H 4.8232 -3.5295 4.2163 0.00 0.02 -0.05
H 3.5100 -3.3220 5.3763 -0.01 0.03 -0.07
H 4.0311 -5.8319 3.6960 -0.03 -0.06 0.06
H 2.7329 -4.6717 3.4166 -0.10 0.01 0.08
C -7.4030 1.0973 -5.5156 -0.15 0.27 -0.35
C -8.5069 0.1237 -5.8399 0.24 -0.25 0.16
O -9.7506 0.7957 -6.1787 -0.02 0.03 0.00
C -9.8543 1.2532 -7.4092 -0.04 -0.02 0.03
O -9.0624 1.1689 -8.3009 0.02 0.00 -0.01
C -11.2388 1.9178 -7.5935 0.08 0.00 -0.01
F -11.5323 2.7359 -6.5771 -0.03 0.00 -0.04
F -12.1906 0.9728 -7.6555 -0.02 0.03 0.00
F -11.2741 2.6200 -8.7224 -0.04 -0.02 0.03
H -7.7100 1.7720 -4.7165 0.03 -0.07 0.07
H -6.5209 0.5585 -5.1809 -0.08 0.05 0.00
H -7.1473 1.7015 -6.3875 -0.01 -0.06 -0.03
H -8.7580 -0.4815 -4.9718 -0.09 0.04 0.00
H -8.2353 -0.5448 -6.6559 -0.04 0.08 -0.08
```
Positions in Å, forces in eV/Å.

Calculated values
charge = -1
lowest unoccupied orbital energy = 1.998 eV
Kohn-Sham gap = 8.3 eV
strongest force on any atom = 1.29 eV Å⁻¹
HOMO = -6.300 eV
E_tot = -4894.073943 hartree

***

> Which value of HOMO does entry 1 give?

-4.696 eV